Entry 1:
C54H51CsFN15O9 as an isolated structure. Source: the Open Molecules 2025 dataset; level of theory: ωB97M-V/def2-TZVPD.

Positions of all 131 atoms, in Å:
1 Cs 0.198 -0.112 -0.385
2 O -5.069 6.609 -2.590
3 C -5.596 5.528 -2.301
4 O -6.785 5.188 -2.326
5 C -4.597 4.408 -1.825
6 C -3.283 4.706 -1.489
7 C -2.457 3.687 -1.011
8 N -2.865 2.420 -0.957
9 C -4.099 2.118 -1.331
10 C -5.018 3.090 -1.732
11 C -4.445 0.682 -1.334
12 C -5.142 0.139 -2.417
13 C -5.380 -1.222 -2.437
14 C -4.929 -1.995 -1.377
15 C -4.285 -1.356 -0.329
16 N -4.054 -0.060 -0.305
17 C -1.080 3.924 -0.549
18 C -0.551 5.213 -0.428
19 C 0.755 5.367 -0.004
20 C 1.499 4.238 0.308
21 C 0.884 3.001 0.176
22 N -0.355 2.848 -0.245
23 H -2.956 5.728 -1.620
24 H -6.050 2.856 -1.960
25 H -5.472 0.777 -3.223
26 H -5.899 -1.676 -3.271
27 H -5.074 -3.064 -1.372
28 H -3.934 -1.894 0.541
29 H -1.154 6.076 -0.662
30 H 1.187 6.356 0.083
31 H 2.524 4.306 0.643
32 H 1.423 2.096 0.422
33 N 0.859 -2.862 2.615
34 N 1.362 -3.640 1.571
35 C 0.900 -3.631 0.324
36 N 1.530 -4.444 -0.566
37 N -0.180 -2.903 0.095
38 N -0.667 -2.793 -1.102
39 O -0.524 -3.661 -1.945
40 O -1.356 -1.820 -1.305
41 H 0.069 -2.347 2.226
42 H 1.569 -2.139 2.843
43 H 2.271 -4.040 1.758
44 H 2.535 -4.464 -0.490
45 H 1.163 -4.317 -1.508
46 C -1.215 -6.503 -7.651
47 O 0.156 -6.698 -7.881
48 C 0.986 -5.596 -7.776
49 C 0.563 -4.303 -7.492
50 C 1.483 -3.282 -7.370
51 C 2.854 -3.517 -7.535
52 C 3.262 -4.810 -7.879
53 C 2.345 -5.834 -7.980
54 N 3.758 -2.473 -7.552
55 N 3.861 -1.582 -6.671
56 C 3.353 -1.680 -5.417
57 C 3.069 -2.890 -4.756
58 C 2.580 -2.929 -3.486
59 C 2.214 -1.761 -2.754
60 O 1.677 -1.807 -1.627
61 C 2.548 -0.492 -3.407
62 N 2.266 0.630 -2.736
63 C 2.609 1.787 -3.243
64 C 3.261 1.924 -4.473
65 C 3.512 0.792 -5.206
66 C 3.164 -0.466 -4.683
67 H -1.686 -7.477 -7.796
68 H -1.649 -5.785 -8.359
69 H -1.409 -6.157 -6.630
70 H -0.482 -4.074 -7.346
71 H 1.147 -2.282 -7.130
72 H 4.317 -5.003 -8.015
73 H 2.663 -6.838 -8.215
74 H 3.316 -3.824 -5.245
75 H 2.430 -3.892 -3.016
76 H 2.359 2.661 -2.650
77 H 3.562 2.901 -4.829
78 H 3.986 0.834 -6.176
79 C 5.363 2.612 6.026
80 C 4.010 3.324 5.927
81 C 3.593 3.811 7.314
82 C 2.199 4.421 7.258
83 C 1.238 3.380 6.763
84 C -0.077 3.361 7.174
85 C -0.957 2.430 6.634
86 F -2.247 2.442 7.067
87 C -0.553 1.520 5.692
88 C 0.781 1.511 5.283
89 C 1.185 0.498 4.278
90 O 0.444 -0.433 3.996
91 C 2.484 0.774 3.705
92 C 3.280 1.714 4.245
93 N 2.989 2.449 5.366
94 C 1.692 2.442 5.816
95 C 3.052 0.048 2.440
96 O 3.474 0.809 1.570
97 O 3.074 -1.191 2.497
98 H 6.071 3.259 6.541
99 H 5.771 2.377 5.048
100 H 5.264 1.685 6.584
101 H 4.124 4.197 5.265
102 H 4.325 4.543 7.663
103 H 3.595 2.969 8.012
104 H 2.196 5.267 6.562
105 H 1.901 4.796 8.238
106 H -0.436 4.081 7.895
107 H -1.228 0.815 5.229
108 H 4.223 1.925 3.765
109 C -4.535 -2.595 4.361
110 C -3.013 -2.673 4.335
111 N -2.537 -1.802 3.290
112 C -3.016 -0.509 3.182
113 N -2.255 0.348 2.636
114 C -2.723 1.674 2.333
115 C -4.246 1.784 2.368
116 C -4.759 1.085 3.618
117 N -4.332 -0.297 3.589
118 C -4.931 -1.143 4.591
119 H -4.947 -3.234 5.145
120 H -4.925 -2.920 3.396
121 H -2.681 -3.690 4.107
122 H -2.613 -2.400 5.327
123 H -1.535 -1.811 3.144
124 H -2.360 1.922 1.335
125 H -2.263 2.373 3.046
126 H -4.632 1.270 1.488
127 H -4.573 2.824 2.355
128 H -5.856 1.098 3.656
129 H -4.381 1.594 4.524
130 H -6.020 -1.033 4.515
131 H -4.638 -0.828 5.612

The net charge is -2. Its electronic energy is -100870.3914 eV. The value obtained for the gap between HOMO and LUMO is 6.0 eV. The multiplicity is 1.

---

Entry 2:
C54H51N5O2PPd as an isolated structure. Source: the Open Molecules 2025 dataset; level of theory: ωB97M-V/def2-TZVPD.

Positions of all 114 atoms, in Å:
1 Pd 0.209 0.289 -1.115
2 O -1.141 -2.632 -3.748
3 C -0.163 -2.289 -3.126
4 N 0.248 -0.961 -3.028
5 C 0.524 -0.286 -4.148
6 C 0.741 -0.916 -5.410
7 C 1.098 -0.184 -6.498
8 C 1.240 1.226 -6.408
9 C 1.035 1.870 -5.228
10 C 0.691 1.141 -4.054
11 N 0.590 1.708 -2.846
12 C 0.390 3.077 -2.740
13 O -0.437 3.691 -3.377
14 C 1.345 3.811 -1.824
15 C 1.198 5.185 -1.686
16 C 2.191 5.900 -1.036
17 C 3.300 5.216 -0.571
18 C 3.342 3.838 -0.730
19 N 2.385 3.134 -1.327
20 C 0.693 -3.328 -2.437
21 C 0.426 -4.664 -2.711
22 C 1.233 -5.633 -2.138
23 C 2.272 -5.229 -1.317
24 C 2.466 -3.870 -1.113
25 N 1.701 -2.929 -1.662
26 H 0.622 -1.989 -5.483
27 H 1.289 -0.679 -7.442
28 H 1.526 1.791 -7.286
29 H 1.141 2.943 -5.157
30 H 0.322 5.657 -2.113
31 H 2.106 6.972 -0.915
32 H 4.120 5.734 -0.092
33 H 4.197 3.277 -0.365
34 H -0.402 -4.912 -3.360
35 H 1.053 -6.683 -2.329
36 H 2.929 -5.949 -0.847
37 H 3.280 -3.522 -0.482
38 C 2.192 4.971 3.063
39 C 2.697 3.778 2.569
40 C 1.904 2.973 1.766
41 C 0.589 3.331 1.472
42 C 0.077 4.513 2.001
43 C 0.884 5.337 2.773
44 P -0.405 2.035 0.636
45 C -1.288 1.509 2.158
46 C -2.653 1.708 2.335
47 C -3.251 1.399 3.553
48 C -2.489 0.899 4.597
49 C -1.126 0.689 4.421
50 C -0.529 0.990 3.209
51 C -1.758 2.677 -0.415
52 C -2.368 3.928 -0.398
53 C -3.390 4.223 -1.289
54 C -3.822 3.281 -2.212
55 C -3.218 2.034 -2.256
56 C -2.202 1.753 -1.365
57 H 2.807 5.611 3.684
58 H 3.710 3.476 2.810
59 H 2.305 2.047 1.366
60 H -0.958 4.783 1.864
61 H 0.478 6.260 3.168
62 H -3.257 2.095 1.523
63 H -4.315 1.554 3.682
64 H -2.951 0.683 5.553
65 H -0.525 0.290 5.231
66 H 0.536 0.830 3.082
67 H -2.047 4.694 0.289
68 H -3.848 5.204 -1.267
69 H -4.609 3.525 -2.914
70 H -3.516 1.300 -2.994
71 H -1.704 0.782 -1.463
72 C 2.802 -2.762 4.282
73 C 2.574 -2.006 2.995
74 C 3.586 -1.226 2.432
75 C 3.399 -0.535 1.225
76 C 4.516 0.256 0.592
77 C 2.164 -0.607 0.633
78 C 1.088 -1.372 1.167
79 C 1.347 -2.095 2.358
80 N -0.062 -1.340 0.467
81 C -1.209 -2.245 0.667
82 C -2.251 -1.920 -0.414
83 C -3.445 -2.875 -0.345
84 C -4.129 -2.714 1.016
85 C -3.121 -3.047 2.118
86 C -2.645 -4.494 1.964
87 C -1.969 -4.654 0.600
88 C -2.965 -4.320 -0.514
89 C -0.762 -3.718 0.500
90 C -1.925 -2.091 2.035
91 H 3.800 -2.587 4.677
92 H 2.680 -3.835 4.121
93 H 2.075 -2.462 5.039
94 H 4.550 -1.169 2.928
95 H 5.488 -0.094 0.936
96 H 4.430 1.315 0.849
97 H 4.478 0.177 -0.495
98 H 2.033 -0.143 -0.350
99 H 0.586 -2.713 2.810
100 H -1.790 -1.974 -1.401
101 H -2.607 -0.899 -0.246
102 H -4.143 -2.623 -1.146
103 H -4.994 -3.380 1.085
104 H -4.493 -1.687 1.136
105 H -3.590 -2.914 3.097
106 H -3.496 -5.177 2.041
107 H -1.944 -4.747 2.767
108 H -1.615 -5.681 0.484
109 H -3.820 -5.000 -0.463
110 H -2.496 -4.447 -1.495
111 H -0.300 -3.834 -0.481
112 H -0.013 -3.977 1.251
113 H -1.245 -2.286 2.863
114 H -2.275 -1.068 2.131

The net charge is +1. As for the expectation value of S²: 6.072. Its electronic energy is -81134.2252 eV. The value obtained for the gap between HOMO and LUMO (spin up / spin down) is 7.3 / 5.5 eV. The multiplicity is 5.

---

> The highest electronic energy belongs to which entry?

C54H51N5O2PPd